53
Properties=species:S:1:pos:R:3:forces:R:3 method="wB97M-V/def2-TZVPD" gap_ev=8.7150 homo_ev=-8.30
O -0.681 1.395 -0.853 0.15 0.05 -0.25
C -0.125 1.782 -1.877 -0.22 -0.32 0.57
C -0.236 3.147 -2.421 0.01 0.32 -0.13
C -0.994 4.114 -1.908 -0.07 0.26 0.31
C -1.137 5.506 -2.472 0.03 -0.09 -0.35
C -2.651 5.751 -2.415 -0.04 0.15 0.00
C -3.159 4.889 -1.237 -0.04 0.07 0.12
C -1.942 4.087 -0.736 -0.20 -0.29 -0.03
N 0.660 0.953 -2.615 0.04 -0.06 -0.30
C 0.941 -0.407 -2.227 0.30 -0.14 0.05
C 2.195 -0.514 -1.396 -0.82 -0.26 0.19
C 2.635 -1.827 -0.710 0.36 -0.09 -0.47
C 3.543 -0.817 0.015 0.21 -0.36 1.29
N 4.152 -1.202 1.274 -0.21 -0.12 -0.43
C 4.685 -0.318 2.152 0.91 0.27 -0.35
O 5.188 0.748 1.816 -0.56 0.01 0.12
C 4.712 -0.747 3.555 -0.33 -0.55 0.77
C 4.093 -1.791 4.201 0.04 0.05 -0.26
C 4.453 -1.699 5.577 0.05 0.10 -0.13
C 4.162 -2.445 6.718 0.42 0.48 0.39
F 3.377 -3.524 6.627 -0.17 -0.20 -0.12
C 4.681 -2.075 7.936 -0.28 -0.38 -0.01
C 5.503 -0.948 8.044 0.18 0.33 -0.27
C 5.823 -0.172 6.947 -0.03 -0.12 0.28
C 5.288 -0.564 5.720 -0.20 -0.24 -0.10
N 5.415 -0.015 4.478 0.23 0.30 -0.38
C 4.410 -0.299 -1.125 -0.40 -0.10 0.18
O 3.366 -0.123 -2.116 0.34 0.14 -0.18
C 2.358 0.171 -0.024 0.25 0.56 -0.40
H 0.352 3.368 -3.307 -0.01 0.01 0.00
H -0.616 6.210 -1.818 0.01 -0.04 0.08
H -0.723 5.634 -3.473 0.03 -0.11 0.03
H -2.887 6.809 -2.294 0.00 -0.02 0.00
H -3.115 5.425 -3.347 0.03 0.00 -0.01
H -3.592 5.491 -0.438 0.01 0.02 -0.03
H -3.941 4.209 -1.576 0.01 -0.01 0.01
H -2.209 3.097 -0.380 0.16 -0.04 -0.12
H -1.464 4.604 0.101 0.07 0.05 -0.02
H 1.156 1.323 -3.406 0.02 0.06 0.03
H 0.106 -0.799 -1.650 -0.06 0.13 0.07
H 1.039 -1.028 -3.120 0.07 0.06 -0.04
H 1.884 -2.296 -0.080 -0.09 0.18 0.12
H 3.122 -2.565 -1.352 -0.01 0.01 0.02
H 4.039 -2.153 1.582 -0.25 0.06 0.05
H 3.442 -2.528 3.761 -0.01 0.02 0.01
H 4.443 -2.668 8.809 -0.01 -0.01 -0.02
H 5.896 -0.682 9.016 0.00 0.00 0.01
H 6.459 0.697 7.040 0.00 0.01 -0.02
H 5.927 0.809 4.212 0.02 0.02 0.07
H 4.884 0.645 -0.866 0.06 0.03 -0.15
H 5.143 -1.043 -1.439 0.03 0.08 -0.19
H 2.595 1.235 -0.045 0.01 -0.03 0.01
H 1.565 -0.027 0.688 -0.04 -0.25 -0.02

13
Properties=species:S:1:pos:R:3:forces:R:3 method="wB97M-V/def2-TZVPD" gap_ev=9.1109 homo_ev=-9.59
C -1.654 1.989 1.670 1.48 1.02 1.10
C -2.575 1.239 1.224 -0.85 -0.66 -0.50
C 0.704 -1.377 -0.019 0.74 -1.84 -0.64
C 1.557 -0.744 -1.093 -0.86 -0.13 -1.84
C 0.052 -0.396 -0.919 1.57 -3.68 -1.31
Br -1.347 -0.994 -2.119 0.72 0.54 0.45
H -0.850 1.524 2.238 -0.05 -0.77 -0.08
H -1.485 3.048 1.765 -0.57 0.41 -0.50
H 0.089 0.531 -0.558 -1.41 3.70 1.23
H 0.558 -2.492 -0.172 -0.17 1.66 0.16
H 0.889 -1.120 1.002 -0.01 0.18 0.47
H 2.280 0.067 -0.983 -0.42 -0.15 0.59
H 1.784 -1.273 -2.035 -0.16 -0.28 0.88

124
Properties=species:S:1:pos:R:3:forces:R:3 method="wB97M-V/def2-TZVPD" charge=-1 gap_ev="5.5715 / 5.7233" multiplicity=3 homo_ev="-4.43 / -4.36" s2=2.470
V -0.553 -0.066 -0.054 0.15 -0.87 -0.17
C -3.821 6.812 0.091 -0.04 0.00 0.04
C -3.050 5.935 -0.893 0.02 0.02 0.02
C -3.968 5.627 -2.082 -0.01 0.01 -0.02
C -1.836 6.733 -1.384 0.01 0.00 -0.01
C -2.575 4.624 -0.264 0.06 0.00 -0.14
C -1.842 3.741 -1.037 -0.07 0.08 0.17
C -1.397 2.545 -0.474 -0.01 0.07 -0.08
N -0.698 1.526 -1.064 -0.10 0.20 -0.14
C -0.132 1.460 -2.322 -0.01 0.13 -0.04
C -0.570 2.080 -3.484 0.22 -0.05 -0.14
C 0.110 1.859 -4.674 -0.13 0.10 0.07
C 1.227 1.023 -4.648 0.03 -0.05 -0.04
C 1.670 0.346 -3.517 0.08 0.08 0.05
C 0.939 0.533 -2.325 0.04 0.09 -0.16
O 1.129 -0.110 -1.193 -0.07 -0.04 0.06
C 2.879 -0.585 -3.571 0.00 0.03 -0.02
C 3.888 -0.183 -2.488 0.01 0.02 -0.04
C 3.601 -0.518 -4.917 0.04 -0.03 -0.03
C 2.418 -2.030 -3.358 -0.01 -0.03 -0.03
C -0.405 2.514 -5.955 0.03 0.02 0.00
C -1.805 1.973 -6.271 -0.01 0.02 -0.02
C -0.483 4.035 -5.759 -0.01 -0.01 -0.03
C 0.497 2.240 -7.157 0.02 -0.01 0.00
C -1.609 2.264 0.894 -0.23 0.00 0.07
O -1.010 1.179 1.347 0.05 -0.15 0.04
C -2.422 3.112 1.669 0.19 0.12 -0.04
C -2.872 4.275 1.058 0.00 -0.08 0.10
C -2.795 2.742 3.100 -0.01 0.02 0.03
C -3.561 1.414 3.088 -0.06 -0.04 -0.02
C -3.682 3.801 3.754 0.01 0.02 -0.01
C -1.530 2.581 3.954 -0.05 -0.02 0.02
H -4.112 7.743 -0.400 0.00 0.01 -0.01
H -3.216 7.067 0.963 0.02 0.01 0.01
H -4.732 6.324 0.442 -0.02 -0.02 0.00
H -4.321 6.554 -2.540 -0.02 0.05 -0.03
H -4.834 5.046 -1.764 -0.03 -0.02 0.03
H -3.447 5.052 -2.846 0.03 -0.03 -0.04
H -2.154 7.674 -1.838 -0.03 0.05 -0.02
H -1.267 6.178 -2.129 0.03 -0.04 -0.04
H -1.164 6.960 -0.556 0.02 0.01 0.04
H -1.605 3.983 -2.059 0.02 0.02 -0.05
H -1.465 2.680 -3.466 -0.08 0.03 -0.02
H 1.767 0.865 -5.570 -0.02 0.03 0.02
H 4.273 0.820 -2.684 0.00 0.04 0.00
H 4.730 -0.880 -2.476 0.02 -0.02 -0.01
H 3.426 -0.189 -1.507 -0.03 0.01 0.07
H 3.943 0.494 -5.144 0.01 0.03 0.00
H 2.973 -0.863 -5.740 -0.02 -0.02 -0.01
H 4.479 -1.166 -4.880 0.01 -0.02 0.01
H 1.855 -2.128 -2.436 -0.05 -0.01 0.08
H 3.280 -2.700 -3.319 0.05 -0.04 0.00
H 1.770 -2.348 -4.177 -0.01 -0.01 -0.01
H -2.501 2.176 -5.458 -0.04 0.01 0.04
H -1.776 0.893 -6.420 0.02 -0.04 0.00
H -2.198 2.437 -7.178 -0.02 0.02 -0.04
H -1.168 4.301 -4.954 -0.04 0.01 0.05
H -0.839 4.518 -6.671 -0.02 0.02 -0.04
H 0.497 4.444 -5.512 0.05 0.00 0.01
H 0.559 1.174 -7.383 -0.01 -0.04 0.00
H 1.510 2.611 -6.992 0.04 0.02 0.01
H 0.096 2.743 -8.039 -0.02 0.01 -0.01
H -3.486 4.944 1.641 -0.01 0.03 -0.01
H -4.461 1.487 2.473 0.00 0.03 0.01
H -3.856 1.144 4.104 0.00 -0.03 0.04
H -2.947 0.614 2.682 0.03 -0.04 -0.02
H -4.613 3.948 3.204 -0.04 -0.02 -0.02
H -3.177 4.766 3.837 0.03 0.02 0.00
H -3.941 3.472 4.762 0.00 -0.01 0.04
H -0.936 1.746 3.594 0.05 -0.01 0.01
H -1.806 2.375 4.990 -0.01 -0.01 0.04
H -0.924 3.492 3.936 0.01 0.02 -0.01
S -3.313 -4.218 0.121 -0.02 -0.11 -0.06
Sb -3.675 -2.215 1.126 -0.01 0.17 -0.07
S -1.514 -2.006 2.521 -0.04 0.11 0.08
S -2.870 -0.406 -0.360 -0.04 -0.06 0.17
S -1.943 -2.727 4.300 -0.01 -0.02 -0.02
N 0.032 -3.736 0.038 -0.05 -0.16 -0.01
C -0.401 -3.379 -1.225 0.14 -0.13 -0.08
C -0.505 -4.372 -2.219 -0.01 0.19 0.03
C -0.910 -4.016 -3.477 0.01 0.07 0.05
C -1.212 -2.677 -3.736 -0.01 -0.01 0.02
C -1.074 -1.775 -2.711 -0.03 0.02 -0.11
N -0.648 -2.099 -1.480 -0.03 0.09 0.41
H -0.346 -4.641 0.296 0.08 0.02 0.00
H -0.268 -3.086 0.754 0.05 0.11 0.02
H -0.289 -5.398 -1.959 0.01 -0.06 0.02
H -1.009 -4.767 -4.250 -0.02 -0.01 -0.02
H -1.562 -2.341 -4.701 0.00 -0.02 -0.03
H -1.335 -0.735 -2.863 0.02 -0.03 -0.02
C 3.253 4.125 0.575 0.00 0.08 -0.01
C 2.037 3.956 1.219 -0.03 0.03 0.02
C 1.605 2.688 1.574 -0.07 0.01 0.05
C 2.393 1.573 1.296 0.09 -0.07 0.01
C 3.614 1.750 0.655 0.02 0.05 0.00
C 4.040 3.021 0.296 0.05 -0.03 -0.01
As 1.684 -0.214 1.594 -0.41 0.09 -0.27
C 3.219 -1.321 1.207 0.11 0.01 0.11
C 3.143 -2.273 0.204 0.04 -0.08 0.00
C 4.229 -3.099 -0.057 -0.02 0.00 -0.03
C 5.393 -2.969 0.681 0.04 -0.07 -0.06
C 5.476 -2.015 1.687 0.00 0.05 0.05
C 4.391 -1.196 1.952 0.00 -0.01 0.03
C 1.638 -0.420 3.516 0.05 0.14 0.05
C 1.477 0.653 4.381 0.08 0.04 0.04
C 1.346 0.432 5.745 0.02 0.02 0.02
C 1.377 -0.859 6.248 -0.02 0.05 0.07
C 1.546 -1.931 5.386 0.02 -0.08 -0.03
C 1.677 -1.714 4.025 -0.04 -0.07 0.00
H 3.581 5.115 0.283 0.00 0.02 0.00
H 1.405 4.808 1.431 -0.01 0.03 0.00
H 0.633 2.571 2.036 0.12 -0.01 0.00
H 4.239 0.899 0.421 -0.01 -0.01 -0.03
H 4.988 3.141 -0.214 0.02 0.01 -0.01
H 2.237 -2.377 -0.372 -0.08 0.01 -0.01
H 4.156 -3.841 -0.841 0.01 -0.02 -0.01
H 6.240 -3.614 0.479 0.00 0.00 -0.01
H 6.385 -1.912 2.266 0.01 0.00 0.01
H 4.453 -0.455 2.742 -0.02 -0.04 -0.01
H 1.469 1.670 4.008 -0.03 -0.04 -0.03
H 1.216 1.275 6.412 -0.01 0.01 0.02
H 1.259 -1.031 7.310 0.00 0.00 0.02
H 1.554 -2.942 5.768 0.00 -0.02 0.02
H 1.798 -2.561 3.357 -0.03 0.03 0.02

106
Properties=species:S:1:pos:R:3:forces:R:3 method="wB97M-V/def2-TZVPD" gap_ev=8.4222 smiles=c1cc[nH]c1.c1cc[nH]c1.c1cc[nH]c1.c1cc[nH]c1.c1cc[nH]c1.c1cc[nH]c1.c1cc[nH]c1.CCCC#N.CCCC#N.CCCC#N homo_ev=-7.87
C -32.878 -15.714 -31.625 1.13 -0.19 0.98
C -32.669 -15.551 -32.998 -1.59 0.97 -1.76
C -32.817 -14.191 -33.291 0.88 -0.95 1.37
N -32.814 -13.574 -32.065 -0.31 1.28 -0.33
C -32.830 -14.461 -31.042 -0.58 -1.22 -0.37
H -32.962 -16.651 -31.095 0.20 0.05 0.01
H -32.640 -16.286 -33.787 0.01 -0.22 0.28
H -32.965 -13.636 -34.201 0.38 0.03 -0.08
H -32.836 -12.575 -31.946 -0.05 -0.04 -0.02
H -32.858 -14.221 -29.995 -0.03 0.38 -0.07
C -30.439 -15.088 -36.663 0.46 0.60 -1.49
C -30.867 -16.302 -37.228 0.09 -1.32 -0.11
C -31.418 -16.073 -38.479 -0.72 0.67 0.76
N -31.460 -14.693 -38.635 1.29 -0.82 -0.06
C -30.713 -14.163 -37.640 -0.65 1.91 1.17
H -29.784 -14.896 -35.832 -0.23 -0.20 0.29
H -30.697 -17.247 -36.729 -0.22 -0.16 -0.39
H -31.832 -16.709 -39.241 -0.14 -0.17 0.24
H -31.808 -14.136 -39.400 0.09 -0.39 -0.31
H -30.533 -13.096 -37.625 -0.04 -0.13 0.01
C -31.523 -21.100 -40.351 0.60 -0.84 1.88
C -31.796 -19.935 -39.595 -0.34 1.25 -0.66
C -32.492 -20.253 -38.461 0.74 -0.38 0.10
N -32.475 -21.625 -38.389 -0.37 0.07 0.07
C -31.876 -22.134 -39.490 0.23 -0.23 -1.31
H -30.886 -21.224 -41.210 -0.15 0.15 -0.16
H -31.457 -18.934 -39.827 -0.30 0.01 -0.19
H -32.877 -19.631 -37.673 0.01 0.00 0.01
H -32.875 -22.193 -37.667 -0.03 0.09 0.12
H -31.664 -23.186 -39.601 -0.30 -0.03 0.07
C -32.603 -13.633 -41.953 0.80 0.62 -0.42
C -34.018 -13.668 -41.978 0.77 -0.17 0.65
C -34.345 -14.965 -41.682 -1.03 0.09 -0.44
N -33.207 -15.690 -41.568 0.31 -0.60 -0.01
C -32.099 -14.899 -41.755 -0.85 0.74 -0.17
H -32.018 -12.734 -42.090 0.12 -0.16 -0.11
H -34.628 -12.797 -42.145 -0.37 -0.22 0.00
H -35.314 -15.440 -41.633 0.08 -0.05 0.17
H -33.220 -16.675 -41.375 0.15 0.01 -0.02
H -31.087 -15.246 -41.861 -0.04 -0.25 0.36
C -31.399 -20.298 -34.120 0.38 -1.02 0.45
C -31.762 -18.934 -34.088 -1.51 0.22 -0.32
C -32.992 -18.867 -34.727 -0.08 -0.45 -0.30
N -33.321 -20.124 -35.158 -0.30 -0.18 0.61
C -32.408 -21.031 -34.700 0.43 0.65 -0.63
H -30.498 -20.768 -33.754 0.00 0.24 0.21
H -31.355 -18.104 -33.539 0.48 -0.09 -0.14
H -33.769 -18.141 -34.902 0.49 0.53 0.15
H -34.172 -20.347 -35.642 -0.10 0.04 0.09
H -32.528 -22.086 -34.875 0.16 0.00 -0.05
C -30.984 -10.215 -40.374 -0.42 0.36 0.65
C -31.152 -10.825 -39.098 0.73 -0.91 -0.19
C -32.431 -11.321 -38.998 0.08 0.15 -1.18
N -33.081 -10.910 -40.146 0.34 0.49 0.27
C -32.227 -10.177 -40.939 -0.46 -0.80 -0.38
H -30.050 -9.917 -40.818 -0.07 0.43 0.11
H -30.323 -11.024 -38.437 -0.18 -0.01 0.18
H -32.864 -12.106 -38.402 -0.09 0.38 0.49
H -34.005 -11.183 -40.424 -0.08 -0.04 0.09
H -32.584 -9.778 -41.874 0.10 -0.01 -0.05
C -38.862 -12.894 -36.309 -0.01 1.52 0.52
C -38.393 -13.721 -35.290 -0.59 -1.65 1.76
C -38.720 -13.165 -34.037 1.18 -0.30 -2.10
N -39.156 -11.922 -34.336 -1.07 1.12 0.86
C -39.277 -11.725 -35.671 0.01 -0.93 -1.22
H -38.948 -13.092 -37.363 0.33 0.01 -0.06
H -38.013 -14.728 -35.391 0.01 0.06 -0.13
H -38.603 -13.509 -33.026 0.10 -0.03 0.00
H -39.595 -11.320 -33.658 0.22 0.10 -0.05
H -39.668 -10.836 -36.137 -0.12 0.12 0.38
C -34.887 -19.025 -43.403 0.00 0.40 -0.52
C -34.349 -19.240 -42.000 -0.28 -0.18 0.38
C -35.359 -19.240 -40.838 -0.58 -0.94 0.08
C -36.481 -18.332 -41.001 0.01 0.64 -0.11
N -37.339 -17.601 -41.228 0.08 -0.08 0.11
H -35.391 -18.067 -43.553 -0.13 -0.02 0.40
H -35.569 -19.797 -43.759 0.03 -0.12 0.19
H -34.047 -18.968 -44.100 0.03 -0.30 0.03
H -33.575 -18.496 -41.814 0.14 -0.22 0.09
H -33.924 -20.239 -41.909 0.57 0.21 -0.24
H -34.914 -19.159 -39.845 0.23 0.53 -0.16
H -35.813 -20.238 -40.782 -0.05 0.03 -0.23
C -33.977 -7.971 -38.186 1.32 -1.05 -0.34
C -35.284 -8.719 -38.383 0.68 -0.99 0.32
C -35.776 -9.287 -37.027 -0.64 1.83 -0.22
C -34.884 -10.219 -36.370 0.00 -0.51 0.01
N -34.230 -10.966 -35.794 0.08 0.11 -0.06
H -33.936 -7.267 -37.357 -0.30 0.21 -0.14
H -33.513 -7.571 -39.090 -0.66 0.50 -0.08
H -33.216 -8.740 -37.980 -0.13 0.06 0.49
H -35.064 -9.628 -38.951 -0.04 0.33 -0.48
H -36.031 -8.150 -38.931 -0.29 0.01 0.38
H -36.793 -9.671 -37.108 0.14 -0.39 0.07
H -35.840 -8.424 -36.352 -0.15 -0.12 0.13
C -35.433 -14.086 -38.048 0.30 1.00 1.01
C -34.463 -14.165 -36.844 -0.91 -1.07 -0.65
C -34.678 -15.494 -36.086 1.44 -0.22 0.43
C -34.699 -16.669 -36.983 -0.76 0.64 0.19
N -34.809 -17.520 -37.748 0.22 -0.18 0.11
H -35.409 -13.043 -38.377 -0.02 -0.11 -0.44
H -36.454 -14.255 -37.705 -0.05 -0.24 -0.17
H -35.150 -14.760 -38.851 -0.10 -0.01 -0.05
H -34.637 -13.352 -36.147 0.09 0.09 -0.03
H -33.448 -14.132 -37.232 0.18 0.06 0.27
H -35.492 -15.463 -35.361 -0.56 -0.15 -0.57
H -33.834 -15.662 -35.407 0.15 0.07 -0.23

For each record above, in turn, the calculated total energy values are -1342.59485 -2768.51783 -7307.78333 -2105.21063 hartree.